DFT (ωB97M-V/def2-TZVPD) results for a 9-piece molecular cluster, C35H103Cl2N18O11P5 overall.

Last column: Löwdin charge in e.
CARTESIAN COORDINATES (ANGSTROEM)
O (10.021, 16.253, -11.191)  0.087
H (7.438, -6.659, -9.150)  0.084
C (4.722, 0.262, -24.213)  -0.105
H (11.036, 5.390, -22.424)  0.079
C (4.096, 5.234, -14.884)  -0.124
H (9.741, 14.608, -9.354)  0.089
H (2.767, 6.013, -24.152)  0.077
N (5.821, 5.529, -11.507)  -0.292
H (7.128, 1.577, -3.355)  0.110
H (11.866, -6.455, -5.588)  0.090
H (1.154, 6.129, -24.900)  0.080
H (0.728, 6.918, -20.285)  0.075
P (4.866, 6.536, -12.566)  0.609
C (2.319, 9.548, -19.761)  -0.146
N (8.788, -5.143, -8.309)  -0.294
O (3.453, 6.491, -12.153)  -0.299
H (3.930, -1.584, -25.755)  0.082
H (-0.328, 7.651, -23.944)  0.079
H (14.942, 4.561, -23.228)  0.079
C (4.257, -1.208, -19.914)  -0.113
N (5.898, 0.467, -4.641)  -0.477
H (6.917, 2.145, -5.080)  0.101
H (6.310, 7.047, -9.961)  0.051
H (10.827, 4.059, -23.528)  0.064
H (8.804, -6.148, -10.142)  0.074
H (11.155, 3.664, -19.198)  0.069
C (14.613, 1.568, -22.607)  -0.114
C (2.002, 17.309, -13.017)  -0.649
H (0.782, -1.093, -24.095)  0.048
H (0.242, 2.778, -7.700)  0.105
H (7.566, 9.082, -12.100)  0.083
H (4.522, 0.791, -25.145)  0.075
H (7.906, 0.708, -4.740)  0.102
C (11.464, -2.316, -7.104)  -0.190
N (1.510, 7.408, -23.194)  -0.315
H (11.298, -1.389, -6.555)  0.091
C (11.536, 4.823, -23.210)  -0.101
H (0.057, -2.935, -21.291)  0.075
H (7.584, 7.484, -13.090)  0.052
H (10.253, 13.213, -10.328)  0.091
C (13.935, 4.840, -23.537)  -0.166
H (8.065, -4.270, -6.645)  0.051
H (1.558, -3.621, -21.159)  0.079
C (2.653, 10.587, -23.188)  -0.111
H (3.394, 11.378, -23.304)  0.076
C (11.186, 1.551, -21.869)  -0.111
C (0.515, 7.986, -20.242)  -0.111
H (13.883, 4.575, -24.593)  0.079
C (7.053, 1.298, -4.406)  0.027
H (5.009, 0.890, -23.370)  0.071
H (4.330, 5.239, -15.949)  0.079
H (10.494, -5.162, -4.376)  0.081
H (5.676, 10.274, -12.268)  0.071
H (2.039, 0.467, -20.402)  0.066
H (2.893, 1.206, -21.824)  0.061
H (15.810, 1.164, -20.566)  0.077
H (14.167, 0.638, -22.253)  0.071
P (2.671, 7.946, -22.053)  0.675
H (10.345, 2.176, -19.328)  0.077
H (-0.382, -1.069, -22.771)  0.090
O (11.438, -4.996, -9.115)  -0.278
N (1.543, -1.751, -22.296)  -0.315
C (14.945, 1.730, -20.219)  -0.147
C (7.657, -4.937, -7.405)  -0.130
H (1.200, 17.960, -12.671)  0.078
H (10.972, 0.614, -21.354)  0.081
H (1.091, 0.101, -22.879)  0.062
H (3.235, 10.068, -20.043)  0.076
H (5.349, 8.511, -22.700)  0.063
C (0.207, 3.097, -8.742)  0.025
H (11.659, 5.471, -24.078)  0.077
H (5.315, 10.152, -23.234)  0.072
C (1.710, 6.197, -23.964)  -0.116
H (3.911, 4.211, -14.555)  0.067
H (5.013, 9.617, -13.642)  0.070
H (3.136, 5.638, -14.564)  0.067
H (6.620, 7.161, -14.866)  0.060
H (14.311, 1.006, -19.708)  0.080
H (2.897, 17.828, -11.174)  0.063
H (12.389, -2.261, -7.679)  0.088
O (3.965, -2.880, -22.484)  -0.299
H (1.220, -2.088, -20.253)  0.064
C (0.513, 8.302, -23.707)  -0.160
C (10.745, 2.982, -19.943)  -0.159
C (2.780, 16.902, -11.737)  -0.642
H (15.292, 2.470, -19.498)  0.081
H (9.871, 3.519, -20.310)  0.073
N (9.996, 15.098, -11.442)  -0.457
H (3.420, -1.837, -19.612)  0.058
O (1.459, 1.289, -9.459)  0.062
C (5.100, 9.402, -12.577)  -0.091
H (4.439, -0.416, -19.188)  0.074
N (0.403, 1.896, -9.512)  -0.446
H (2.389, -2.085, -24.907)  0.067
H (9.921, -3.713, -5.146)  0.076
N (5.170, 5.874, -14.131)  -0.298
C (5.894, 6.044, -10.044)  -0.093
H (3.547, 1.315, -20.052)  0.074
O (3.600, 6.833, -21.563)  -0.331
C (4.796, 9.199, -23.339)  -0.114
N (1.801, 8.531, -20.659)  -0.310
H (6.799, -4.545, -7.952)  0.084
N (3.549, -0.616, -23.935)  -0.299
C (5.903, 4.042, -11.678)  -0.092
N (10.700, -5.227, -6.498)  -0.324
H (5.688, 3.835, -12.726)  0.066
H (-0.288, 8.023, -20.978)  0.064
H (5.108, -1.812, -20.232)  0.075
P (10.447, -4.643, -8.058)  0.647
P (3.267, -1.585, -22.476)  0.642
H (11.684, -6.927, -7.259)  0.079
H (4.108, 9.340, -12.131)  0.071
C (7.189, 8.072, -12.261)  -0.127
H (10.034, -0.985, -8.736)  0.080
H (10.320, -2.526, -9.637)  0.074
H (6.424, 5.654, -15.940)  0.080
H (2.437, -0.605, -25.756)  0.077
O (4.955, 0.977, -5.153)  0.090
C (0.661, -0.888, -23.031)  -0.126
Cl (1.647, 15.978, -14.174)  0.514
H (8.770, -2.050, -8.896)  0.070
H (7.351, 5.685, -14.622)  0.067
C (2.993, 0.781, -20.825)  -0.084
H (15.657, 1.355, -22.835)  0.080
O (5.951, -0.721, -4.306)  0.047
H (4.977, 8.764, -24.322)  0.070
P (13.141, 3.583, -21.177)  0.708
O (13.418, 4.622, -20.124)  -0.316
H (10.232, 1.911, -22.253)  0.071
H (14.011, 1.911, -23.448)  0.065
H (1.718, 10.445, -19.610)  0.073
H (2.104, 10.915, -22.306)  0.067
C (6.395, 6.097, -14.945)  -0.109
O (-0.389, 1.674, -10.439)  0.042
H (0.271, 8.252, -19.213)  0.088
H (-0.841, 3.295, -8.962)  0.097
H (0.587, 8.668, -24.731)  0.076
H (2.211, 16.193, -11.135)  0.072
H (0.297, 9.127, -23.028)  0.075
C (3.067, -1.272, -25.167)  -0.143
C (11.134, -6.574, -6.387)  -0.145
H (9.152, -7.121, -8.830)  0.069
H (7.289, -5.860, -6.956)  0.080
H (1.312, 5.323, -23.449)  0.078
C (9.987, -4.794, -5.268)  -0.109
C (9.648, 14.120, -10.324)  0.046
H (4.987, 6.108, -9.442)  0.067
C (9.853, -2.060, -8.770)  -0.117
N (3.733, -0.519, -21.121)  -0.324
H (2.585, 17.904, -13.720)  0.045
H (0.824, 3.950, -9.023)  0.114
H (2.448, 9.100, -18.776)  0.080
N (3.386, 9.340, -22.856)  -0.291
C (1.099, -2.632, -21.189)  -0.103
H (8.962, -5.138, -5.134)  0.065
H (7.508, 7.527, -11.373)  0.046
O (10.021, 14.638, -12.572)  0.050
H (5.205, 3.604, -10.965)  0.074
H (6.883, 3.726, -11.318)  0.071
N (10.356, -2.920, -7.690)  -0.314
N (11.702, 2.571, -20.946)  -0.304
N (14.412, 2.385, -21.379)  -0.323
H (13.825, 5.919, -23.434)  0.080
N (5.748, 8.050, -12.531)  -0.296
H (5.593, -0.313, -24.526)  0.072
H (10.349, -7.327, -6.314)  0.087
H (11.847, 1.397, -22.722)  0.063
H (8.606, 13.830, -10.459)  0.094
Cl (4.446, 16.330, -12.060)  0.519
C (8.473, -6.318, -9.117)  -0.130
N (12.848, 4.248, -22.812)  -0.315
H (2.021, 10.515, -24.073)  0.064
H (6.470, 5.264, -9.546)  0.068
H (11.764, -3.125, -6.439)  0.061

Force components x, y, z for each atom (eV/Å):
O 0.4818 1.9872 0.9067
H 0.0764 0.4469 0.4452
C -0.4204 -1.1485 0.0431
H 0.2174 0.1560 0.1584
C -0.6556 -0.5212 1.3022
H 0.1227 0.2183 -0.3147
H -0.0499 -0.0190 -0.1099
N -0.3883 2.0480 0.5280
H -0.0835 -0.1054 -0.1783
H -0.1242 -1.4636 0.4437
H 0.1327 0.9006 -0.1918
H -0.4644 -0.5149 0.7277
P 2.8788 -0.8729 0.0846
C 0.4213 0.4893 0.2746
N -0.0380 -0.0255 -1.0096
O -0.1555 0.8404 -0.7201
H -0.1941 -0.4072 -0.1397
H -0.9323 0.1900 0.9595
H -0.2210 -0.1782 0.4804
C -1.3440 0.2463 -1.6134
N -0.0126 -2.5171 0.9842
H 0.1967 0.1380 0.4417
H 0.4126 -0.3100 -0.2661
H 0.0673 -0.2733 0.0645
H -0.3248 0.1200 -0.3107
H 0.5473 0.0334 -0.2643
C -1.5584 -0.3096 1.5475
C 1.4519 0.0764 -0.0736
H -0.4255 0.0557 -0.1590
H 0.5303 0.4885 0.0547
H -0.0724 -0.0228 -0.7554
H -0.4598 0.6568 0.3705
H 0.0984 0.1450 0.3584
C 2.4713 -1.7080 2.0245
N 1.0446 0.5320 1.0391
H -0.3316 -0.0568 -0.1197
C 0.1452 -0.7084 0.4631
H -0.2837 0.6227 -0.2304
H 1.1521 0.7278 0.0525
H 0.1491 0.3140 -0.4845
C 0.3764 0.6740 -0.2593
H -1.0570 0.2525 0.0694
H 0.8101 0.3598 -0.0977
C 0.8854 -0.6423 0.8545
H 0.0961 -0.0567 -0.3713
C 0.1678 0.9817 0.0991
C 1.0636 -2.1147 -0.8989
H -0.1384 0.0396 -0.2089
C 1.2035 0.5173 -0.6568
H -0.3202 0.0538 -0.1737
H -0.4606 0.2657 0.1461
H 0.4895 -0.1365 -0.1970
H 0.3136 -0.6335 0.9472
H -0.4578 0.5596 -0.0315
H -0.1922 0.8469 0.5139
H 0.2162 0.0450 0.1966
H 0.0776 -0.7423 -0.8186
P 0.4294 -0.3252 1.0029
H 0.1543 -0.5704 -0.2729
H 0.1338 0.4653 0.2565
O -1.3544 -0.2446 1.1068
N 2.1703 -1.5807 -0.1508
C 0.7566 0.2819 0.4018
C 1.2507 0.9363 0.3299
H -0.7111 -0.6848 -0.4076
H 0.2826 -0.1034 0.0903
H -1.1679 0.6168 -0.0941
H 0.4730 -0.9099 -0.4350
H -0.2912 -0.0297 0.3808
C -2.1283 0.0986 1.3097
H 0.2709 0.0587 0.1563
H -0.1410 0.1341 -0.2478
C 0.2405 -1.0358 0.4440
H 0.5985 -0.6084 -0.2341
H -0.6409 0.1961 -0.2020
H -0.0559 0.7186 -0.7468
H -0.1754 0.2168 -1.0090
H -0.5444 -0.0139 -0.0942
H -0.0110 -0.0995 0.1159
H -0.1171 0.6105 -0.9022
O -0.0250 0.1248 0.5139
H -0.0607 -0.3555 0.3190
C -1.1192 -0.6264 -0.5847
C -0.3118 0.5643 0.8819
C -0.3206 0.6848 -1.0454
H -0.0609 -0.0725 0.0986
H -0.1949 -0.0106 -0.6077
N -1.3662 -2.4067 -0.5974
H 0.4501 -0.3891 0.9369
O -0.1897 0.1252 1.2786
C -0.4772 -1.4008 -1.5371
H 0.4336 -0.4196 0.1554
N 1.5437 -0.9160 -4.3100
H 0.4719 -0.3999 -0.0970
H 0.2626 0.0564 -0.4177
N 0.4214 0.0207 0.0929
C -0.0698 -1.3383 -1.4237
H 0.0903 0.3579 -0.5430
O -1.3700 2.3313 -1.9924
C -0.2911 -0.2269 1.0161
N 0.3507 1.7170 -2.1511
H 0.0708 0.4733 0.0355
N -0.7978 -0.5137 1.4474
C -0.3747 1.9606 1.0393
N -0.5849 1.4424 -0.0413
H 0.1583 -0.3741 0.2687
H -0.2661 1.0380 0.1898
H 0.0633 0.0897 0.5670
P -2.1612 1.4272 1.2561
P -0.2452 2.6541 0.5801
H 0.2110 0.4835 -0.2193
H 0.1175 0.3165 0.0537
C -0.2674 -1.2877 -0.2635
H 0.9497 -0.2270 0.6193
H -0.2699 0.8804 -0.8555
H -1.1197 0.5860 -0.1826
H 0.2176 0.3984 -0.1483
O -1.5994 0.8043 -0.8095
C 0.7726 -0.0084 -0.3465
Cl -0.6422 -0.0821 0.7523
H -0.1703 -0.7174 0.1149
H -0.1356 -0.6513 1.2000
C 0.4833 -3.1750 -0.8185
H 0.0587 0.5343 -0.0499
O 0.2035 1.0090 -0.1402
H -0.6405 0.3636 -0.4517
P -0.7750 -0.9577 -1.7606
O -0.5991 -2.0015 -1.1886
H -0.1920 -0.0264 -0.2484
H 0.3933 0.2471 0.0277
H -1.0306 -0.1997 -0.1856
H -0.4970 -0.2014 -0.1249
C 0.5937 0.7047 1.3712
O -0.1814 0.2270 1.4722
H -0.1337 0.2282 -0.3509
H 0.1324 0.5814 0.1896
H 1.3544 0.5979 -0.1816
H 0.2749 -0.1552 -0.1738
H -0.2459 -0.2481 -0.0419
C -0.1106 0.3561 0.7527
C 1.3855 -0.5642 -0.3695
H -0.4209 -0.6319 0.2997
H 0.3840 -0.2368 0.2643
H 0.1869 -0.1446 0.4531
C 0.0977 0.4169 -0.1026
C 0.0657 0.0440 0.4474
H -0.7315 -0.3014 -0.6511
C -0.7169 -1.1762 -1.2140
N 0.3926 -0.0460 -1.6728
H 0.4005 0.4000 0.7890
H 0.3142 -0.5950 -0.0228
H 0.2766 0.0584 0.1399
N 0.4961 -1.3507 0.7887
C -0.2540 0.4728 -0.5642
H -0.0256 -0.4368 -0.4478
H -0.3084 -0.0906 0.1471
O 0.4449 -0.3225 0.3158
H -0.4212 -0.4216 -0.4535
H 0.2432 -0.1131 -0.5520
N -2.5928 -0.4546 -1.3635
N 1.4289 1.4418 0.5243
N -1.0346 2.4148 -1.3876
H 0.4888 0.2869 -0.2655
N -0.9175 -0.1002 1.5980
H 0.2722 -0.4800 0.4246
H -0.2413 0.0576 0.8712
H 0.0535 -0.0599 0.2067
H 0.0948 0.1705 -0.2740
Cl -0.4352 -0.1464 0.0457
C 2.3403 -0.1031 -1.4191
N -0.0789 -1.7329 2.0321
H 0.0287 0.0488 0.0598
H 0.5150 0.4407 0.1735
H 0.5328 0.5909 1.1136

Results
- E_HOMO (Ha) = -0.2936
- 2S+1 = 1
- charge = 0
- ΔE to the lowest compared entry with this formula, charge and spin (kJ/mol) = 242.6
- HOMO-LUMO gap (eV) = 8.1